Density functional theory data (wB97M-V/def2-TZVPD) for a gas-phase ion, C15H33O2S (charge +1).

Properties
HOMO   -11.6 eV
Multiplicity   1
Net charge   +1
Frontier orbital gap   9.1 eV

Last column: Löwdin charge in e.
Geometry (Å):
S: 0.80751 2.88245 -0.43588  1.196
O: -1.87995 2.56230 -0.27951  -0.156
O: 0.20954 -3.98145 2.99345  -0.183
C: 0.67137 1.35946 0.51708  -0.348
C: 1.93456 1.08968 1.32316  -0.231
C: -3.95128 2.44002 -1.57551  -0.218
C: 2.89719 -1.28836 1.14985  -0.195
C: -0.93186 3.53056 -0.40814  -0.349
C: 1.65520 3.47577 -2.96037  -0.117
C: -2.48566 2.05938 -1.48437  -0.204
C: 0.75468 -4.54537 0.67742  -0.168
C: -4.45644 2.23345 -3.00496  -0.094
C: -0.67952 -2.96087 3.38304  -0.102
C: 2.49908 -2.75964 1.09036  -0.206
C: -0.16113 -4.76297 1.87709  -0.227
C: 1.15150 -3.07683 0.44527  -0.201
C: 1.08485 2.33323 -2.12590  -0.395
C: 1.90681 -0.35930 1.86003  -0.191
H: 3.11180 -0.91273 0.14564  0.107
H: 2.05412 3.07648 -3.88853  0.090
H: -1.64948 -3.05640 2.89497  0.087
H: 0.15383 1.96572 -2.55161  0.086
H: 0.35996 -2.43862 0.83792  0.088
H: 2.11463 -0.33537 2.92716  0.122
H: 2.00036 1.79588 2.14936  0.116
H: -0.20066 1.46247 1.16035  0.109
H: 0.89153 -0.74362 1.76139  0.074
H: 3.84357 -1.22685 1.69010  0.118
H: -2.38474 0.97488 -1.46713  0.137
H: 1.23213 -2.92142 -0.63125  0.110
H: -0.09953 -5.81157 2.17235  0.123
H: -1.03189 4.14281 -1.30741  0.120
H: -0.25501 -1.97710 3.16492  0.062
H: -4.25281 1.21366 -3.33195  0.079
H: 0.45749 0.54556 -0.17604  0.109
H: -0.94940 4.17398 0.46848  0.118
H: -4.53413 1.82219 -0.89567  0.118
H: -3.92734 2.89829 -3.68752  0.076
H: 3.25772 -3.27098 0.49441  0.118
H: 2.45646 3.98721 -2.43337  0.080
H: 0.25020 -4.94034 -0.20314  0.111
H: 2.82362 1.24745 0.71230  0.106
H: -1.96167 2.43954 -2.36467  0.110
H: 0.88205 4.19656 -3.21742  0.080
H: -4.07710 3.48090 -1.28042  0.118
H: 2.53914 -3.20239 2.08489  0.117
H: -0.83886 -3.01918 4.45917  0.090
H: -5.52099 2.42360 -3.07814  0.079
H: 1.76548 1.48556 -2.06474  0.102
H: -1.19990 -4.57637 1.59398  0.115
H: 1.66297 -5.13130 0.81950  0.113

---

Density functional theory data (wB97M-V/def2-TZVPD) for 3 unconnected molecules or ions with the total composition C15H34Br2NO12P2S2 at a distorted geometry.

Properties
HOMO   -5.5 eV
Multiplicity   1
Net charge   -1
Frontier orbital gap   4.5 eV

Last column: Löwdin charge in e.
Geometry (Å):
Br: -5.83155 2.46523 0.98515  0.552
Br: -2.85894 1.38729 2.08086  0.534
S: -10.26443 -0.44225 2.35853  0.676
S: -7.41511 -0.05365 2.75696  0.658
P: -0.08834 -2.33146 2.43813  0.783
P: 2.50473 2.32737 -3.71508  0.781
O: 2.65142 3.26944 -5.06799  -0.250
O: -7.41232 0.07722 4.31998  -0.434
O: -10.39609 -1.59798 1.33132  -0.482
O: -0.46469 -4.01847 2.51070  -0.266
O: 2.60457 0.99396 -4.49564  -0.229
O: -7.35543 -1.55790 2.28275  -0.433
O: 4.10514 2.25822 -3.24725  -0.278
O: 0.69184 -2.64251 0.99608  -0.275
O: 1.13483 -2.68166 3.49672  -0.250
O: 2.39318 3.81727 -2.84292  -0.266
O: -10.16860 -1.07627 3.79225  -0.494
O: 0.24849 -0.82164 2.37319  -0.242
N: -8.88222 0.62307 2.02969  -0.423
C: 5.53683 0.77949 -4.52643  -0.074
C: 2.27085 -0.96519 0.24373  -0.071
C: -4.25692 -0.90827 3.66798  -0.142
C: -0.14982 -3.37074 5.44378  -0.085
C: 1.69154 -5.16558 2.05011  -0.080
C: -4.52218 0.36988 2.67667  -0.634
C: 0.91366 -1.61910 0.03363  -0.285
C: 1.47551 3.46563 -5.83859  -0.300
C: 4.35959 5.13738 -3.59648  -0.079
C: 0.88454 -2.41942 4.86918  -0.299
C: -5.83953 0.85816 2.18399  -0.684
C: 4.81736 1.02770 -3.20944  -0.292
C: 0.46219 4.32864 -5.10820  -0.086
C: 3.51931 4.59723 -2.44996  -0.285
C: 0.20796 -5.01875 1.75050  -0.285
H: 6.35308 1.50049 -4.65139  0.076
H: 3.07170 -1.67256 -0.00118  0.076
H: 1.77334 3.96216 -6.76694  0.119
H: 3.11777 5.45142 -1.89681  0.120
H: 4.12929 4.03781 -1.73129  0.113
H: 2.11380 -5.99666 1.47631  0.079
H: 0.91892 5.26507 -4.77100  0.079
H: 1.03956 2.49798 -6.10451  0.108
H: 1.85561 -5.35560 3.11565  0.076
H: -11.50233 0.27629 2.31382  0.072
H: 2.38063 -0.08227 -0.39137  0.067
H: -0.38853 4.56265 -5.75461  0.079
H: 4.83158 4.34609 -4.17885  0.063
H: -0.25114 -3.23041 6.52378  0.079
H: 0.07968 3.81699 -4.21940  0.070
H: 0.02593 -4.86129 0.68111  0.113
H: 3.74371 5.72154 -4.28774  0.077
H: -1.13122 -3.20430 4.98857  0.067
H: 0.09861 -0.88558 0.04025  0.109
H: 4.87909 0.91146 -5.39020  0.072
H: -3.85620 -1.83852 3.05945  0.090
H: 0.12606 -4.41192 5.24625  0.079
H: 1.83103 -2.54649 5.40311  0.118
H: 2.43295 -0.67007 1.28429  0.073
H: 5.56006 1.10135 -2.40814  0.117
H: 5.15913 5.77828 -3.21144  0.080
H: 0.89534 -2.08777 -0.95587  0.118
H: 2.26116 -4.27260 1.79285  0.063
H: 0.56781 -1.38001 4.99732  0.108
H: -5.15675 -1.22864 4.33230  0.083
H: -0.27973 -5.96621 1.99815  0.119
H: 5.95643 -0.22944 -4.55724  0.077
H: 4.15649 0.19554 -2.93897  0.103
H: -3.36018 -0.59716 4.38985  0.079

---

Density functional theory data (wB97M-V/def2-TZVPD) for 3 unconnected molecules or ions with the total composition C15H34ClNO10P2 at a distorted geometry.

Properties
HOMO   -7.5 eV
Multiplicity   1
SMILES   C[C@H](Cl)C[C@H]1CC[NH2+]C[C@H]1C(=O)[O-].COP(=O)(OC)OC.COP(=O)(OC)OC
Frontier orbital gap   5.1 eV
Energy above the lowest of the compared OMol25 structures with the same formula, charge and spin   0.0 kcal per mole

Last column: Löwdin charge in e.
Geometry (Å):
Cl: 2.57811 1.65065 1.02390  0.725
P: 3.16805 -3.25332 3.82086  0.646
P: -4.61575 1.68978 -2.57159  0.713
O: -0.35173 2.76486 1.22976  -0.062
O: -4.05638 0.60221 -1.41622  -0.319
O: -4.86812 2.96568 -3.63338  -0.308
O: 4.09831 -3.09392 2.65708  -0.268
O: -0.10115 3.94316 -0.63128  -0.036
O: 3.72664 -2.57522 5.20642  -0.249
O: 2.15528 -1.97216 3.54372  -0.285
O: -5.84981 2.16043 -1.60604  -0.245
O: 3.58449 -4.78777 4.32049  -0.303
O: -5.01117 0.61076 -3.54970  -0.277
N: 0.08414 -0.95396 -0.73918  0.067
C: -6.11326 3.55130 -1.34934  -0.090
C: -4.86692 -0.53542 -1.14594  -0.132
C: 2.76634 -0.72322 3.19817  -0.144
C: 3.30313 -0.17608 -0.86804  -0.103
C: 4.93723 -5.19218 4.13731  -0.117
C: 0.75824 1.58396 -2.03609  -0.242
C: -5.88783 2.82182 -4.61385  -0.123
C: 0.66745 0.25415 -2.88826  -0.119
C: -0.09523 -0.89448 -2.20713  -0.126
C: 3.66492 -3.26215 6.46488  -0.101
C: -0.26081 1.57227 -0.86394  -0.192
C: 2.18958 2.05913 -1.73545  -0.175
C: -0.29450 0.30726 -0.00688  -0.093
C: 3.05902 1.34755 -0.70195  -0.628
C: -0.24438 2.87395 -0.00624  -0.740
H: 3.42288 -2.53679 7.24049  0.090
H: 1.01342 -1.29335 -0.48469  0.149
H: 3.08222 -0.71036 0.06382  0.040
H: -6.41579 3.65708 -0.30887  0.091
H: 2.12901 3.11938 -1.45699  0.118
H: 3.62208 -0.50698 3.83577  0.093
H: -5.56535 2.16009 -5.41388  0.083
H: 1.65240 -0.05167 -3.25471  0.098
H: -5.91738 -0.26473 -1.05406  0.086
H: 5.13281 -5.42462 3.09320  0.085
H: -0.54649 -1.67989 -0.39931  0.175
H: 2.91018 -4.04313 6.47251  0.083
H: 4.63899 -3.69787 6.68739  0.085
H: 0.09721 0.46473 -3.80204  0.119
H: -6.06480 3.81278 -5.03405  0.095
H: 5.08051 -6.09820 4.72681  0.095
H: 4.04864 1.81025 -0.75451  0.090
H: -6.81194 2.45168 -4.16727  0.091
H: -5.24107 4.17471 -1.52189  0.088
H: -4.52377 -0.95810 -0.20021  0.086
H: 0.31653 -1.83143 -2.61057  0.131
H: 2.77564 -0.66102 -1.69391  0.053
H: -4.73971 -1.28349 -1.92743  0.080
H: -1.33717 0.17357 0.30464  0.134
H: 4.37099 -0.35913 -1.03674  0.087
H: 0.28068 0.35977 0.91881  0.092
H: -1.25419 1.61429 -1.36630  0.137
H: 0.34561 2.33238 -2.72078  0.137
H: 5.62705 -4.42385 4.48844  0.091
H: 2.74806 2.06092 -2.68736  0.128
H: 3.06859 -0.73173 2.15847  0.018
H: -6.93095 3.88628 -1.98709  0.086
H: -1.15514 -0.91573 -2.47199  0.134
H: 2.01632 0.05512 3.33222  0.079

---

Density functional theory data (wB97M-V/def2-TZVPD) for a molecular structure, C15H34CuNO2P2Si at a distorted geometry.

Properties
HOMO (alpha / beta)   -11.7 / -11.8 eV
Multiplicity   2
Net charge   +1
Frontier orbital gap (alpha / beta)   8.8 / 6.5 eV
<S²>   0.7543
Energy above the lowest of the compared OMol25 structures with the same formula, charge and spin   0.0 kcal per mole

Last column: Löwdin spin population.
Geometry (Å):
Cu: -1.08461 -0.43019 0.38238  0.369
P: -0.38609 -1.04275 2.37892  0.069
P: 1.16762 0.44037 -2.42625  0.004
Si: -2.63160 2.20555 0.64951  0.040
O: 3.03052 2.86652 -0.62159  0.000
O: 5.43285 -1.50656 0.23470  0.000
N: 0.18833 -1.85251 -0.28713  0.011
C: -1.84018 3.38384 -0.57711  0.001
C: 1.36904 -3.90427 0.07255  0.000
C: 0.91872 -3.14832 -2.15068  0.000
C: 0.93088 0.08569 2.93914  0.011
C: -4.39571 2.72502 1.03411  0.018
C: 0.29819 1.87563 -3.17980  0.000
C: 0.36353 -2.67293 1.99715  0.014
C: -1.17809 -1.56926 3.91716  0.007
C: 0.68983 -2.78436 0.54240  0.001
C: -2.69062 0.51060 -0.15541  0.353
C: -0.12549 -0.89149 -2.53748  0.015
C: -1.62405 2.33243 2.22660  0.004
C: 1.42125 -4.12051 -1.29666  0.001
C: 0.33535 -2.00308 -1.61959  0.006
C: 2.12641 -0.02427 -3.94020  0.001
H: -1.94199 -2.31015 3.66211  0.000
H: -2.70422 0.53005 -1.26293  0.038
H: -1.88429 1.55806 2.95852  0.000
H: -2.09014 4.41460 -0.29520  0.000
H: 0.64859 2.00863 -4.21200  0.000
H: 1.83796 -4.57365 0.79321  0.000
H: -4.42941 3.79620 1.26991  0.003
H: 1.83242 -5.04369 -1.69388  0.000
H: 0.48487 0.88860 3.54069  0.000
H: 1.54877 -0.62737 -4.65820  0.000
H: 4.50618 -1.34392 0.44596  0.000
H: 5.69654 -2.15496 0.88008  0.000
H: -1.65653 -0.72468 4.41562  0.000
H: -0.46295 -2.02963 4.61110  0.003
H: 3.16703 1.94384 -0.82981  0.000
H: -0.54603 2.27753 2.03149  0.000
H: -2.21268 3.21082 -1.59383  0.000
H: -0.74654 3.28555 -0.59055  0.000
H: -4.79656 2.17444 1.89477  0.000
H: 1.42308 0.54460 2.07285  0.000
H: 0.93211 -3.26361 -3.23588  0.000
H: 2.48403 0.89929 -4.41886  0.000
H: 2.98435 -0.61664 -3.59534  0.000
H: -0.79363 1.76549 -3.12611  0.000
H: 2.96299 2.86211 0.35102  0.000
H: -1.09406 -0.47847 -2.21784  0.010
H: -1.83175 3.31072 2.68416  0.000
H: -0.41514 -3.42951 2.19788  0.000
H: -5.05566 2.54356 0.17681  0.000
H: 1.68622 -0.43592 3.53391  0.002
H: -0.16514 -1.25506 -3.57419  0.001
H: 1.24075 -2.84061 2.61616  0.003
H: 0.61885 2.75172 -2.59861  0.000
H: -3.54411 -0.11307 0.18425  0.018